{
  "formula": "C6H14NO",
  "method": "ωB97M-V/def2-TZVPD",
  "species": ["C", "C", "N", "C", "C", "C", "C", "O", "H", "H", "H", "H", "H", "H", "H", "H", "H", "H", "H", "H", "H", "H"],
  "xyz": [[2.89577, -0.39773, 0.03239], [1.49114, -0.03283, 0.40021], [1.02497, 1.20338, -0.15173], [0.39345, 0.02154, -0.57620], [-1.06836, 0.02945, 0.00869], [-1.45618, -1.43001, 0.39251], [-2.12785, 0.58092, -0.94719], [-1.10547, 0.72933, 1.22471], [2.99679, -0.03615, -0.96243], [3.12844, -1.42370, 0.22855], [3.54394, 0.09404, 0.71944], [1.26143, -0.14444, 1.50122], [0.47233, 1.73573, 0.55098], [1.72243, 1.79124, -0.66980], [0.44835, -0.37911, -1.48329], [-2.30918, -1.28295, 0.93236], [-0.67723, -1.80790, 1.17830], [-1.63577, -2.08083, -0.40463], [-3.03606, 0.63828, -0.42214], [-1.80914, 1.58016, -1.34826], [-2.07662, -0.11449, -1.72878], [-2.07720, 0.72608, 1.52508]],
  "total_charge": 1,
  "gap_ev": 11.58,
  "multiplicity": 1,
  "smiles": "C[C@H]1[NH2+][C@@H]1C(C)(C)O"
}

---

{
  "formula": "C6H14NO",
  "method": "ωB97M-V/def2-TZVPD",
  "species": ["C", "C", "C", "C", "C", "N", "C", "O", "H", "H", "H", "H", "H", "H", "H", "H", "H", "H", "H", "H", "H", "H"],
  "xyz": [[-1.10499, 1.29530, -3.08715], [-0.25405, 1.08269, -1.86845], [-0.72186, 1.09802, -0.61694], [-0.01333, 0.89624, 0.65890], [-0.11956, -0.58955, 1.20579], [0.37737, -0.64595, 2.61103], [0.94391, -1.39254, 0.41219], [1.13932, -2.59940, 1.14088], [-1.83308, 2.12224, -3.03197], [-0.44631, 1.64124, -3.89479], [-1.64965, 0.37823, -3.22710], [0.84924, 1.02844, -2.00034], [-1.73876, 1.41958, -0.45439], [-0.32198, 1.67168, 1.38056], [1.08764, 1.04490, 0.52675], [-1.14941, -0.91764, 1.09783], [-0.32860, -0.25450, 3.23827], [1.23872, -0.09905, 2.64885], [0.54069, -1.64793, 2.86043], [0.78203, -1.44248, -0.65377], [1.86300, -0.75522, 0.46555], [0.85962, -3.33430, 0.58787]],
  "total_charge": 1,
  "gap_ev": 9.59,
  "multiplicity": 1,
  "smiles": "C/C=C/C[C@H]([NH3+])CO"
}

---

How do the records compare in HOMO level? In the order shown, they have -0.534, -0.473 Eh.
How do the records compare in ΔE to the lowest compared entry with this formula, charge and spin? In the order shown, they have 41.64, 26.79 kcal/mol.